The following is a DFT calculation (wB97M-V/def2-TZVPD) of C27H41F9OP2Ru as an isolated structure.

The geometry in ORCA input format:
```
! wB97M-V def2-TZVPD RIJCOSX def2/J DEFGRID3
* xyz 2 5
F 2.388 1.401 4.763
H 2.747 -1.239 2.615
H -1.495 -0.710 -5.146
C 0.825 -4.633 0.967
F 3.229 4.491 2.079
C -1.249 -1.603 1.650
C -1.928 -3.285 -0.175
H -2.953 -1.367 2.921
H 1.601 -4.825 1.727
C -2.540 -0.954 1.976
C 2.329 -2.257 2.500
H 2.359 -2.738 3.491
H -3.598 2.814 -1.949
C -2.473 3.602 0.443
H -3.553 0.219 -0.343
H 0.996 0.040 3.587
H -0.500 1.612 -4.789
H -1.469 2.194 -3.397
Ru 0.658 -3.325 -0.986
H 3.992 -1.197 -1.580
F 1.505 4.015 4.213
F -0.094 2.667 3.558
H -3.309 -1.068 1.197
H 2.158 -3.796 -3.852
H -2.459 -4.140 0.266
C -0.320 2.862 -0.726
H -4.198 2.501 1.062
C 3.626 -1.838 -2.399
C -3.180 0.788 -1.216
C 1.082 -0.650 -2.946
C 0.945 -2.232 2.016
F 2.457 3.439 0.318
H 0.308 2.115 -3.306
H 1.473 -4.745 0.013
F 0.580 4.263 2.229
H -2.797 -0.751 -3.951
P 1.840 -2.166 -2.199
H -1.461 -0.370 -0.813
F 3.951 2.767 4.039
C -0.051 -1.353 2.403
H -2.681 -2.548 -0.504
H -2.385 0.129 2.139
H -2.279 4.085 1.396
C -3.863 2.166 -1.086
H -0.958 4.878 -0.300
C 1.014 3.330 3.140
H 1.321 -0.740 -4.019
H 1.634 0.227 -2.569
C -1.452 3.939 -0.573
H -4.955 1.933 -1.078
H -1.627 -2.056 -4.020
C -0.712 1.495 -0.537
C 0.044 -0.505 3.608
H 0.014 -5.366 1.088
F 3.788 0.740 3.209
H 0.216 3.072 -1.679
H -0.169 1.014 0.300
H -3.620 0.272 -2.087
C 2.063 2.311 2.474
H -1.398 -3.628 -1.114
H 0.392 3.111 0.071
C -3.504 2.773 0.251
C -1.664 0.661 -1.209
C -0.583 1.592 -3.683
C 3.063 1.808 3.645
H 2.951 -2.846 1.817
O 1.487 1.350 1.839
C -1.733 -0.973 -4.101
H 0.033 -1.146 4.513
C -1.011 -2.737 0.834
H -1.873 4.093 -1.568
H 4.145 -2.801 -2.316
C 0.333 -3.221 1.105
H 0.323 -3.448 -3.766
H 3.942 -1.347 -3.340
C 1.275 -3.621 -3.215
H -0.785 0.208 3.683
C 3.015 3.243 1.542
H 1.208 -4.554 -2.577
P -0.657 -0.110 -2.907
F 4.226 2.665 1.331
*
```

Values from the calculation:
orbital gap (alpha / beta) = 7.53 / 4.65 eV
LUMO energy (alpha / beta) = -6.0 / -8.9 eV
HOMO (alpha / beta) = -13.505 / -13.541 eV
energy relative to the best compared isomer or geometry (same formula, charge and spin) = 0.000 eV
energy = -76305.230 eV


The following is a DFT calculation (wB97M-V/def2-TZVPD) of a single C6H6N2 molecule.

The geometry in ORCA input format:
```
! wB97M-V def2-TZVPD RIJCOSX def2/J DEFGRID3
* xyz 0 1
N -1.551 2.567 0.072
C 0.510 0.595 -0.304
C -0.142 -0.483 -1.064
H -0.628 -0.370 -2.056
H -0.799 -2.090 0.350
N 2.991 0.910 0.008
H 0.872 -0.879 1.487
C -0.583 1.765 -0.167
H -0.257 0.275 1.869
H 0.532 -1.221 -1.198
C 0.072 -0.267 0.968
C 1.764 1.183 -0.122
C -0.781 -1.030 0.164
H -1.999 -0.955 -0.006
*
```

Values from the calculation:
orbital gap = 11.03 eV
LUMO energy = 0.0 eV
HOMO = -11.079 eV
SMILES = N#CC1(C#N)CCC1
energy relative to the best compared isomer or geometry (same formula, charge and spin) = 5.051 eV
energy = -9293.694 eV


The following is a DFT calculation (wB97M-V/def2-TZVPD) of a 2-piece molecular cluster, C6H12O overall.

The geometry in ORCA input format:
```
! wB97M-V def2-TZVPD RIJCOSX def2/J DEFGRID3
* xyz 0 1
H 3.411 -0.023 -0.117
H -0.060 0.102 1.270
C -1.272 -0.631 -0.334
H -0.671 1.745 -1.257
C -0.314 1.593 -0.215
H 1.314 -0.102 -1.468
C -0.071 0.144 0.176
C -2.556 -0.378 0.200
H 2.473 0.074 1.379
C 2.468 0.327 0.314
H -0.699 -2.135 0.152
H -2.651 0.081 1.176
H -1.688 -1.581 0.406
H -1.234 -0.927 -1.385
O -0.100 2.534 0.508
H -3.444 -0.650 -0.354
H 1.331 -1.412 -0.293
H 2.442 1.418 0.234
C 1.279 -0.322 -0.391
*
```

Values from the calculation:
orbital gap = 8.19 eV
LUMO energy = 0.6 eV
HOMO = -7.549 eV
energy relative to the best compared isomer or geometry (same formula, charge and spin) = 5.641 eV
energy = -8458.713 eV


The following is a DFT calculation (wB97M-V/def2-TZVPD) of C59H45N10NaO5 as an isolated structure.

The geometry in ORCA input format:
```
! wB97M-V def2-TZVPD RIJCOSX def2/J DEFGRID3
* xyz -2 1
H -3.341 -6.522 -7.077
H -6.364 6.135 1.089
C -4.755 -3.089 0.816
C 3.679 5.674 3.107
C 5.285 -5.272 3.180
N -3.519 3.317 -4.302
H 4.985 -1.247 1.047
N 2.090 -0.517 -1.309
H 4.879 1.410 1.061
N 1.934 -0.032 1.640
C 3.390 -3.442 2.080
N -0.028 -2.234 1.139
C -3.394 -4.243 -3.441
C -0.581 -1.623 -3.398
H 4.638 -1.964 3.022
O -0.725 -1.268 -2.217
C 2.234 2.435 1.648
H -2.475 -2.900 -2.009
C -5.920 4.127 0.439
N -1.867 4.199 -2.925
C 4.515 -3.015 2.812
H -4.386 -6.793 -0.113
C -0.988 -2.983 0.536
H 1.931 5.185 2.027
C 3.353 1.254 -3.970
H -0.812 -4.793 -0.823
H 2.500 1.533 -4.600
H -5.269 2.179 -0.059
H -0.817 -2.640 -5.918
H 3.393 1.928 -3.115
C -4.506 -5.744 0.134
C 4.130 -5.726 2.558
H -4.046 6.503 1.914
C -2.530 2.333 0.515
H -4.475 -1.546 -1.199
H 5.474 5.915 4.277
H 5.488 1.141 -4.109
C -3.604 3.353 0.648
H -6.940 3.908 0.142
C -0.893 1.759 -2.622
C 2.692 1.076 1.562
C 4.634 1.324 -4.775
C -3.886 -0.856 -0.614
C -2.400 3.100 -3.538
C 2.778 -1.093 1.544
C -1.539 -3.087 -5.247
C -4.309 5.573 1.421
H -2.371 4.758 1.717
C 4.468 -0.955 -5.342
C -1.187 2.774 0.720
H 6.306 -3.513 3.864
N -2.125 -0.092 0.665
H 2.309 -0.929 -5.215
C -2.752 -1.213 0.229
N 3.201 -0.112 -3.497
O -4.105 -5.560 -5.421
C 0.945 2.833 1.175
H -4.508 -5.205 -7.416
C -1.572 -2.686 -3.906
H 4.746 2.304 -5.239
H -1.310 4.865 -0.133
C -5.607 5.368 0.977
Na 0.108 -0.128 0.028
H -3.599 4.219 -4.737
H 3.403 6.722 3.159
H -4.514 1.090 -1.328
C 4.275 2.991 3.026
C -5.868 -3.916 0.830
C -3.344 4.587 1.284
H -3.754 2.532 -4.888
H 3.932 -6.790 2.494
H 5.974 3.479 4.221
O -2.604 -4.604 -6.897
C 4.835 5.230 3.733
H -1.196 3.978 -2.195
H 1.309 4.893 0.298
C 4.141 -0.628 1.310
N -1.935 1.899 -3.450
H -6.628 -5.899 0.475
N -0.153 2.036 1.183
C 3.173 -1.099 -4.573
H 4.497 1.937 3.083
H 6.012 -5.967 3.582
O 0.280 -1.253 -4.236
H 5.315 -1.216 -4.695
C 2.845 4.794 2.434
C 5.110 3.871 3.697
H -4.857 -2.065 1.147
C -5.760 -5.251 0.472
H 3.067 -2.093 -4.146
C -4.955 3.142 0.299
C 3.198 -4.837 2.044
C -2.358 -2.567 0.405
C -2.486 -3.258 -3.030
H -6.825 -3.513 1.141
H -2.444 -5.354 -0.108
C 4.085 0.720 1.304
C 2.584 -0.326 -2.333
C -0.719 4.096 0.342
O 4.639 0.375 -5.832
H 1.717 -4.711 -0.203
C -2.840 0.963 0.205
C -3.916 0.493 -0.658
C 3.133 3.417 2.314
H 4.472 -1.603 -6.218
N 0.002 1.619 -1.906
C 5.451 -3.902 3.323
C 2.405 -2.459 1.546
C -0.378 -4.136 -0.090
C -3.395 -4.915 0.119
C -3.487 -3.542 0.410
C -3.336 -4.613 -4.762
H -2.512 4.933 -2.684
C 1.139 -2.910 1.029
C -2.440 -4.045 -5.636
C 0.943 -4.096 0.228
C -3.677 -5.526 -6.778
H 2.285 -5.237 1.641
C 0.615 4.120 0.587
H -4.104 -4.689 -2.754
*
```

Values from the calculation:
orbital gap (alpha / beta) = 4.86 / 4.92 eV
LUMO energy (alpha / beta) = 3.7 / 3.7 eV
HOMO (alpha / beta) = -1.206 / -1.257 eV
energy relative to the best compared isomer or geometry (same formula, charge and spin) = 0.000 eV
energy = -91467.880 eV


The following is a DFT calculation (wB97M-V/def2-TZVPD) of C27H44N3OP3V as an isolated structure.

The geometry in ORCA input format:
```
! wB97M-V def2-TZVPD RIJCOSX def2/J DEFGRID3
* xyz 3 3
C -2.066 -2.637 -5.210
H 3.791 -1.464 0.211
C -0.536 -0.042 2.161
H 2.882 0.963 -3.053
H -1.574 1.545 3.933
H 2.796 -2.547 -3.448
H 1.293 -2.940 -2.546
C -1.125 1.250 8.524
C 0.277 -1.950 2.945
C 2.532 3.182 -0.403
H -0.706 2.105 -3.297
C -0.589 -0.273 4.612
H -0.609 -0.155 -1.978
H 1.513 1.743 2.928
H 1.278 -1.620 -3.740
C -0.152 -1.017 5.716
N -0.013 -0.685 1.129
C -1.308 -2.168 -4.136
H 2.781 -2.849 -0.255
H -3.371 1.942 -1.778
H -0.723 -4.355 -0.321
H -1.195 -4.990 -2.012
H 4.203 -2.416 -1.251
C -1.411 3.361 0.250
H -0.475 3.861 0.519
H -1.856 2.452 6.222
C -1.213 0.971 4.787
H -0.596 -2.807 -3.616
C -1.451 -0.832 -3.740
H -3.269 1.265 -0.123
C -3.262 -0.516 -5.288
H -3.402 -3.742 -1.778
H -2.611 0.982 -3.845
H -1.563 3.559 -2.680
C 1.890 -2.131 -2.986
P -1.106 1.973 -0.898
C -0.330 -0.500 7.003
H 0.330 -1.984 5.574
H 4.171 0.646 -1.861
C 3.495 0.964 1.105
C -1.448 -4.378 -1.139
H 3.008 2.866 -1.338
C -2.616 -3.724 -1.016
P 1.932 1.724 0.528
H -2.772 0.285 -1.511
H 0.020 -1.054 7.874
C -0.953 0.742 7.189
C 0.477 -1.899 1.598
C 3.463 0.175 -2.554
C 3.382 -2.016 -0.640
H 4.021 1.701 1.729
H 3.265 3.703 0.227
H -2.829 -3.167 -0.097
H 0.909 -2.620 0.924
H -3.629 -2.172 -6.622
H 0.197 3.353 -2.409
P 2.305 -0.943 -1.666
C -0.766 2.833 -2.478
H 0.544 -2.715 3.649
H 0.391 2.847 2.092
C -2.478 -0.023 -4.245
C -2.786 1.302 -1.106
H -1.097 0.882 2.099
H 3.273 0.080 1.715
H 4.013 -0.397 -3.315
C -1.386 1.479 6.078
C 1.421 2.479 2.119
H -1.893 2.987 1.161
O -0.393 -0.221 -3.065
H -2.077 4.094 -0.226
H 4.140 0.676 0.268
V 0.410 0.246 -0.732
N -0.351 -0.756 3.311
H 1.701 3.859 -0.636
C -3.031 -1.803 -5.788
N -1.246 1.644 9.620
H 2.099 3.319 2.323
H -4.046 0.119 -5.706
H -1.895 -3.648 -5.589
*
```

Values from the calculation:
orbital gap (alpha / beta) = 4.93 / 5.59 eV
LUMO energy (alpha / beta) = -11.3 / -10.7 eV
HOMO (alpha / beta) = -16.263 / -16.272 eV
energy relative to the best compared isomer or geometry (same formula, charge and spin) = 1.482 eV
energy = -88756.296 eV


The following is a DFT calculation (wB97M-V/def2-TZVPD) of C10H25F2N6O9S2Tl as an isolated structure.

The geometry in ORCA input format:
```
! wB97M-V def2-TZVPD RIJCOSX def2/J DEFGRID3
* xyz 3 2
N 3.764 2.866 1.246
C -1.062 -1.236 -2.583
H -2.051 2.809 -4.017
C -0.849 -2.755 -2.496
H 3.634 -2.819 1.303
H 2.345 -1.201 -1.797
O -2.776 3.984 4.229
O -1.234 -0.563 -1.533
O -4.044 -0.013 4.202
H -1.280 0.231 -3.852
H 2.660 -1.808 2.318
H -2.175 2.606 -2.356
H -0.350 -3.235 -3.338
H 1.594 2.920 -4.145
O 1.706 2.416 0.617
H 0.257 2.716 -5.067
C -0.224 2.322 -2.952
H 4.718 3.095 1.008
N -1.218 -0.774 -3.773
N 2.556 -1.787 -1.002
S -2.933 0.935 4.332
H 3.176 2.605 -1.720
C -1.527 -3.594 1.073
O -2.593 1.490 5.668
C -1.293 -2.607 2.162
H 3.250 0.958 -1.294
H -0.142 -2.881 -1.677
H -2.544 -3.482 0.700
O 1.451 -0.567 0.381
H -1.778 -3.321 -2.425
H 1.947 -3.249 1.544
O -0.810 -1.516 1.873
H -0.834 -3.311 0.280
H -1.312 -4.575 1.496
N -1.561 2.605 -3.158
F -3.448 3.703 2.087
N -1.621 -2.885 3.453
O -4.984 2.794 3.668
C 2.158 -1.540 0.200
O 0.192 1.938 -1.847
H -1.685 -2.114 4.102
H 4.641 2.084 -0.951
C 2.943 2.355 0.388
S -3.482 2.967 3.497
F -1.721 -0.077 4.202
N -2.617 1.818 2.861
H 3.213 -2.550 -1.072
H 3.333 3.167 2.108
H -1.130 -3.717 3.749
C 0.713 2.278 -4.179
C 2.629 -2.409 1.409
C 3.560 1.943 -0.944
H -1.349 -1.449 -4.513
H 1.035 1.239 -4.248
Tl -0.853 1.194 0.783
*
```

Values from the calculation:
orbital gap (alpha / beta) = 3.59 / 3.55 eV
LUMO energy (alpha / beta) = -14.0 / -14.1 eV
HOMO (alpha / beta) = -17.584 / -17.654 eV
energy = -69906.863 eV


The following is a DFT calculation (wB97M-V/def2-TZVPD) of a single C4ClF4I molecule.

The geometry in ORCA input format:
```
! wB97M-V def2-TZVPD RIJCOSX def2/J DEFGRID3
* xyz 0 1
F 0.486 -1.878 -0.354
I 0.394 2.561 -1.807
C -1.180 0.103 -0.496
C -0.061 -1.020 0.508
Cl -2.707 -0.117 -1.029
F 2.071 -0.133 0.200
C 0.808 0.255 0.457
F -0.461 -1.688 1.595
C -0.098 0.868 -0.612
F 0.749 1.049 1.537
*
```

Values from the calculation:
orbital gap = 9.80 eV
LUMO energy = 0.0 eV
HOMO = -9.778 eV
SMILES = FC1(F)C(Cl)=C(I)C1(F)F
energy relative to the best compared isomer or geometry (same formula, charge and spin) = 0.000 eV
energy = -35638.298 eV


The following is a DFT calculation (wB97M-V/def2-TZVPD) of C2H4BeO as an isolated structure.

The geometry in ORCA input format:
```
! wB97M-V def2-TZVPD RIJCOSX def2/J DEFGRID3
* xyz 1 2
C 0.674 0.636 0.248
H 0.457 1.015 1.251
Be -1.191 0.202 -0.485
H 1.050 1.347 -0.493
H 0.834 -1.062 -1.028
H 0.258 -1.393 0.731
C 0.548 -0.676 -0.044
O -2.631 -0.068 -0.181
*
```

Values from the calculation:
orbital gap (alpha / beta) = 11.15 / 9.03 eV
LUMO energy (alpha / beta) = -6.5 / -7.8 eV
HOMO (alpha / beta) = -17.677 / -16.780 eV
energy = -4577.638 eV


The following is a DFT calculation (wB97M-V/def2-TZVPD) of C26H52AlCl2N3O5Si2 as an isolated structure.

The geometry in ORCA input format:
```
! wB97M-V def2-TZVPD RIJCOSX def2/J DEFGRID3
* xyz 0 1
C -2.151 4.473 -1.725
H -0.147 -1.555 -7.079
H 0.600 4.337 -4.406
H -0.414 4.327 5.349
H -3.467 2.615 1.213
H 1.822 -3.907 3.604
H -1.456 -2.765 -7.180
H -2.531 -0.766 -2.651
H 0.656 2.529 -0.894
H -3.081 1.047 3.709
H -4.541 0.066 3.915
C 1.683 3.150 3.893
H -1.127 4.625 -4.449
C -4.653 -1.180 0.707
N 0.330 3.601 3.522
C -3.596 0.143 3.367
C -0.399 2.919 2.663
C 0.793 3.106 -1.821
Si -0.259 4.632 -2.129
H 1.856 3.450 -1.851
H -2.949 -0.691 3.666
H 4.302 -1.404 -3.090
C -2.108 -3.238 -1.557
H -2.274 0.665 -4.713
C -4.011 1.790 0.739
C -0.125 -2.163 1.632
H 2.266 -3.233 1.974
H 0.645 2.360 -2.606
H -0.703 -5.071 2.191
H -1.241 4.899 3.855
C 1.643 -3.102 2.882
H -2.576 -5.055 -0.528
C 0.213 -2.774 -1.875
O -1.992 -0.339 1.347
H -1.314 3.394 2.255
H 1.430 0.836 -3.432
H 2.428 3.919 3.653
H -5.669 -1.054 1.119
C -1.129 -2.395 -2.108
N 0.242 -3.136 2.469
H -2.955 -0.492 -5.885
O -0.627 -0.427 -3.537
H -1.309 0.160 -6.136
C 2.339 0.224 -3.466
H 1.824 -2.095 3.290
C -2.043 -0.175 -5.379
H 0.088 -3.323 -6.692
H -0.429 -4.557 3.883
C -0.201 4.934 -3.960
H -5.092 1.991 0.869
H 3.226 0.851 -3.553
C -0.584 -2.456 -6.580
O -0.016 1.742 2.261
C -1.607 -1.266 -2.961
H -0.011 5.997 -4.136
H -0.216 -5.633 -0.029
C -1.392 -1.259 -4.509
Al -0.424 0.529 0.985
H 1.622 -4.222 -1.032
H -0.936 -2.439 0.941
C -0.451 -4.732 -0.598
H -4.256 -2.180 0.950
N 2.518 -0.618 -2.271
Cl 0.473 6.189 -0.928
H 2.292 -0.423 -4.351
C -0.848 -2.388 -5.124
Cl -1.441 1.084 -0.807
H 0.335 5.582 4.312
H -2.783 3.662 -2.146
H -0.664 -3.315 -4.557
H -3.162 -3.009 -1.738
H 1.912 2.238 3.338
C 2.092 -0.376 -0.980
C 0.557 -3.932 -1.149
H 3.024 -2.624 -2.864
H 2.684 -0.937 -0.235
H 1.007 -2.156 -2.308
H 1.709 2.970 4.973
H -1.715 -3.799 2.890
C -0.276 4.672 4.313
C 3.487 -1.725 -2.432
H -3.774 1.867 -0.332
C -0.692 -4.205 2.875
H -2.453 4.549 -0.678
O 0.436 -1.004 1.626
H -4.702 -1.130 -0.394
H 3.862 -1.973 -1.439
C -1.785 -4.390 -0.857
O 1.087 0.257 -0.573
Si -3.530 0.137 1.489
H -2.467 5.425 -2.171
*
```

Values from the calculation:
orbital gap (alpha / beta) = 2.64 / 2.64 eV
LUMO energy (alpha / beta) = -0.6 / -0.6 eV
HOMO (alpha / beta) = -3.274 / -3.275 eV
energy relative to the best compared isomer or geometry (same formula, charge and spin) = 3.851 eV
energy = -89913.975 eV